# C5H14N2O

The molecule C5H14N2O (ωB97M-V with the def2-TZVPD basis set, the Open Molecules 2025 dataset).

Summary:
Structure (SMILES) ... CC[C@@H](CN)NCO
HOMO-LUMO gap ... 0.3568 Ha
Calculated total energy ... -10438.054 eV
HOMO ... -8.698 eV

Last column: Mulliken charge in e.
Geometry (Å):
C  -1.66  1.73  -0.25  -1.225
C  -0.46  0.91  -0.77  -0.575
C  -0.02  -0.16  0.32  0.357
C  -0.84  -1.48  0.16  -1.104
N  -2.24  -1.31  0.56  -0.586
N  1.35  -0.61  0.32  -0.353
C  2.50  0.31  0.11  -0.365
O  3.52  -0.44  -0.57  -0.567
H  -1.68  2.73  -0.69  0.389
H  -2.59  1.29  -0.54  0.341
H  -1.57  1.82  0.85  0.294
H  -0.50  0.29  -1.64  0.324
H  0.25  1.65  -1.04  0.331
H  -0.22  0.21  1.34  0.211
H  -0.33  -2.30  0.78  0.437
H  -0.98  -1.79  -0.89  0.400
H  -2.64  -0.53  0.05  0.227
H  -2.31  -1.24  1.59  0.271
H  1.43  -1.50  -0.34  0.272
H  2.34  1.12  -0.58  0.240
H  2.83  0.41  1.16  0.364
H  3.84  -1.08  0.07  0.315


# C33H32AsFMgNO7S2Si

A structure of composition C33H32AsFMgNO7S2Si (ωB97M-V with the def2-TZVPD basis set, the Open Molecules 2025 dataset).

Summary:
HOMO-LUMO gap ... 0.2484 Ha
Calculated total energy ... -149119.537 eV
Net charge ... -1
HOMO ... -4.264 eV

Last column: Mulliken charge in e.
Geometry (Å):
Mg  -1.27  0.60  1.12  1.770
C  -0.37  -4.06  1.25  -1.210
Si  -1.83  -2.81  1.37  0.426
C  -2.50  -2.85  -0.39  -0.739
C  -3.22  -3.54  2.45  -1.271
N  -1.33  -1.30  2.02  -0.329
C  -0.80  -1.25  3.27  0.291
C  -0.47  -2.34  4.11  -0.477
C  0.13  -2.17  5.35  -1.159
C  0.42  -0.91  5.85  -0.465
C  0.08  0.20  5.08  -0.877
C  -0.51  0.00  3.86  0.486
F  -0.87  1.11  3.13  0.077
H  -0.75  -5.08  1.15  0.470
H  0.30  -4.03  2.11  0.314
H  0.22  -3.84  0.36  0.266
H  -2.66  -3.89  -0.69  0.489
H  -1.81  -2.38  -1.10  -0.189
H  -3.44  -2.32  -0.46  0.209
H  -3.64  -4.46  2.04  0.369
H  -4.02  -2.80  2.51  0.302
H  -2.89  -3.74  3.47  0.329
H  -0.68  -3.34  3.77  0.367
H  0.37  -3.05  5.94  0.380
H  0.90  -0.79  6.81  0.377
H  0.27  1.21  5.42  0.447
O  -0.75  4.66  -0.02  -0.814
S  -0.95  3.24  -0.20  1.767
O  0.20  2.63  -0.88  -0.382
O  -1.35  2.57  1.03  -0.880
C  -2.33  3.17  -1.34  -0.323
C  -2.35  4.15  -2.32  -0.623
C  -3.45  4.29  -3.15  -0.683
C  -4.56  3.47  -2.97  -0.581
C  -4.53  2.48  -2.00  -0.743
C  -3.41  2.31  -1.20  -0.029
S  -3.26  0.74  -0.32  1.714
O  -1.89  0.34  -0.71  -0.289
O  -4.32  -0.06  -0.90  -0.758
O  -3.37  0.89  1.12  -0.768
H  -1.49  4.81  -2.41  0.499
H  -3.45  5.05  -3.92  0.401
H  -5.43  3.60  -3.59  0.384
H  -5.35  1.79  -1.88  0.512
O  0.59  0.47  0.86  0.898
As  1.42  0.63  -0.55  0.224
C  0.68  0.27  -2.31  0.708
C  0.22  -1.02  -2.50  -0.559
C  -0.44  -1.37  -3.67  -0.711
C  -0.61  -0.43  -4.67  -0.641
C  -0.12  0.86  -4.49  -0.850
C  0.51  1.22  -3.31  -0.263
C  2.57  -0.98  -0.43  0.130
C  3.43  -1.36  -1.46  -0.423
C  4.17  -2.53  -1.35  -0.687
C  4.06  -3.31  -0.21  -0.477
C  3.21  -2.94  0.82  -0.636
C  2.46  -1.77  0.70  -0.345
C  2.82  1.96  -0.40  0.731
C  3.43  1.98  0.85  -0.445
C  4.40  2.93  1.15  -0.837
C  4.77  3.86  0.19  -0.463
C  4.17  3.84  -1.06  -0.777
C  3.19  2.90  -1.36  -0.207
H  0.35  -1.75  -1.70  0.623
H  -0.83  -2.37  -3.79  0.395
H  -1.12  -0.69  -5.58  0.370
H  -0.26  1.60  -5.27  0.415
H  0.83  2.24  -3.15  0.211
H  3.51  -0.74  -2.35  0.367
H  4.83  -2.83  -2.15  0.395
H  4.64  -4.23  -0.13  0.376
H  3.12  -3.55  1.70  0.433
H  1.77  -1.47  1.48  0.227
H  3.11  1.25  1.59  0.335
H  4.86  2.94  2.13  0.405
H  5.52  4.60  0.42  0.366
H  4.45  4.57  -1.81  0.405
H  2.72  2.89  -2.33  0.249


# C30H74N6O2

A cluster of 6 separate species, C30H74N6O2 in total (ωB97M-V with the def2-TZVPD basis set, the Open Molecules 2025 dataset).

Summary:
Spin multiplicity ... 2
HOMO-LUMO gap (alpha / beta) ... 0.2533 / 0.0876 Ha
Calculated total energy ... -45333.209 eV
Net charge ... +1
<S²> ... 0.7541
HOMO (alpha / beta) ... -9.532 / -9.532 eV

Last column: Mulliken charge in e.
Geometry (Å):
C  3.81  -7.04  -25.21  -1.258
C  3.79  -5.69  -25.76  -0.320
N  5.03  -5.57  -26.55  0.441
C  5.60  -4.20  -26.49  -0.159
C  7.08  -4.21  -26.58  -1.396
C  5.07  -6.19  -27.87  -0.504
C  3.94  -5.78  -28.81  -1.025
H  3.01  -7.25  -24.50  0.432
H  4.69  -7.14  -24.57  0.312
H  3.69  -7.79  -25.99  0.347
H  2.93  -5.39  -26.35  0.358
H  3.65  -5.01  -24.92  0.391
H  5.19  -3.58  -27.29  0.127
H  5.42  -3.66  -25.56  0.390
H  7.63  -4.54  -25.70  0.368
H  7.49  -4.69  -27.48  0.348
H  7.37  -3.16  -26.69  0.407
H  5.17  -7.24  -27.61  0.435
H  5.99  -5.91  -28.39  0.281
H  4.17  -6.07  -29.84  0.382
H  3.66  -4.73  -28.76  0.232
H  3.07  -6.34  -28.46  0.386
C  0.48  4.78  -29.58  -0.522
C  -0.13  6.20  -29.66  -1.158
N  -0.17  6.89  -30.95  0.023
C  -1.05  6.48  -32.09  -0.240
C  -2.50  6.42  -31.66  -1.389
C  1.16  6.98  -31.64  -0.397
C  2.25  7.46  -30.72  -1.531
H  0.75  4.56  -28.54  0.389
H  1.49  4.74  -30.00  0.017
H  -0.18  4.02  -29.98  0.348
H  -1.17  6.21  -29.34  0.479
H  0.40  6.88  -28.99  0.356
H  -0.98  7.13  -32.96  0.357
H  -0.68  5.49  -32.34  0.315
H  -3.15  6.01  -32.42  0.390
H  -2.64  5.88  -30.72  0.298
H  -2.87  7.41  -31.36  0.346
H  1.09  7.75  -32.41  0.515
H  1.49  6.03  -32.05  0.308
H  1.87  8.36  -30.23  0.399
H  3.10  7.80  -31.31  0.448
H  2.51  6.66  -30.03  0.258
C  3.95  2.18  -29.90  -0.663
C  4.41  1.59  -28.52  -1.428
N  3.59  0.58  -27.93  0.192
C  2.28  1.06  -27.58  -0.597
C  1.81  0.57  -26.15  -1.293
C  3.54  -0.70  -28.72  -0.590
C  4.89  -1.35  -28.81  -0.922
H  4.55  1.70  -30.67  0.271
H  4.22  3.22  -29.72  0.406
H  2.87  2.16  -30.03  0.322
H  5.47  1.35  -28.52  0.450
H  4.43  2.43  -27.83  0.559
H  2.32  2.14  -27.67  0.481
H  1.56  0.82  -28.37  0.318
H  2.44  0.88  -25.32  0.285
H  0.81  0.89  -25.86  0.447
H  1.93  -0.52  -26.17  0.194
H  3.15  -0.45  -29.71  0.331
H  2.77  -1.34  -28.30  0.480
H  5.42  -1.35  -27.86  0.307
H  5.57  -0.76  -29.43  0.413
H  4.76  -2.33  -29.26  0.017
C  5.67  2.14  -36.37  -1.064
C  5.87  3.60  -35.80  -0.642
N  4.59  4.36  -35.57  0.129
C  3.93  4.73  -36.81  -0.445
C  2.84  5.75  -36.63  -1.207
C  3.64  3.72  -34.67  -0.512
C  4.00  3.85  -33.16  -1.184
H  6.62  1.60  -36.37  0.403
H  5.34  2.12  -37.41  0.296
H  4.98  1.44  -35.90  0.291
H  6.47  3.67  -34.89  0.371
H  6.50  4.14  -36.51  0.395
H  3.50  3.94  -37.43  0.307
H  4.69  5.17  -37.46  0.401
H  3.35  6.66  -36.29  0.300
H  2.10  5.52  -35.86  0.279
H  2.22  5.90  -37.51  0.387
H  2.61  4.09  -34.67  0.374
H  3.44  2.67  -34.90  0.146
H  3.13  3.44  -32.64  0.341
H  4.84  3.22  -32.85  0.389
H  4.19  4.87  -32.82  0.229
C  -2.10  -3.45  -24.11  0.251
O  -2.71  -3.80  -23.09  -0.606
N  -1.78  -2.15  -24.33  0.119
C  -1.26  -1.62  -25.63  -0.844
C  -2.11  -1.19  -23.35  -0.997
H  -1.79  -3.97  -25.02  0.231
H  -1.12  -2.42  -26.36  0.290
H  -0.32  -1.06  -25.62  0.257
H  -1.96  -0.87  -25.99  0.369
H  -2.83  -1.44  -22.57  0.322
H  -1.34  -0.55  -22.92  0.332
H  -2.50  -0.30  -23.86  0.316
C  6.16  -5.55  -33.08  0.019
O  5.57  -6.51  -33.55  -0.558
N  5.64  -4.29  -32.99  0.094
C  6.29  -3.17  -32.21  -0.937
C  4.21  -4.16  -33.30  -0.881
H  7.25  -5.53  -32.95  0.368
H  6.33  -3.36  -31.14  0.264
H  5.69  -2.26  -32.17  0.365
H  7.26  -3.02  -32.69  0.400
H  3.88  -3.71  -32.35  0.288
H  3.96  -3.54  -34.16  0.264
H  3.70  -5.12  -33.36  0.329


# C8H12NO2

The ion C8H12NO2 with charge +1 (ωB97M-V with the def2-TZVPD basis set, the Open Molecules 2025 dataset).

Summary:
Structure (SMILES) ... C#C[C@]1(O)[C@@H]2C[C@@H]2[N@H+](C)[C@H]1O
HOMO-LUMO gap ... 0.4229 Ha
Calculated total energy ... -14064.874 eV
Net charge ... +1
HOMO ... -14.238 eV

Last column: Mulliken charge in e.
Geometry (Å):
C  -3.57  -0.28  1.10  0.275
C  -2.62  -0.33  0.40  -1.869
C  -1.41  0.11  -0.38  1.766
O  -1.91  0.84  -1.46  -0.648
C  -0.61  -1.14  -0.93  -0.490
C  0.25  -1.83  0.09  -0.736
C  0.82  -0.75  -0.78  -0.477
N  0.91  0.65  -0.30  -0.073
C  2.08  0.77  0.64  -1.016
C  -0.38  1.06  0.31  -0.612
O  -0.56  2.41  0.25  -0.589
H  -4.37  -0.47  1.64  0.606
H  -2.70  0.42  -1.82  0.470
H  -1.09  -1.64  -1.73  0.457
H  -0.09  -1.60  1.05  0.234
H  0.53  -2.93  0.01  0.305
H  1.58  -0.84  -1.42  0.737
H  1.04  1.36  -1.07  0.430
H  2.91  0.43  0.09  0.398
H  2.28  1.77  1.04  0.352
H  1.90  0.20  1.44  0.484
H  -0.18  0.76  1.30  0.534
H  -1.34  2.63  -0.44  0.461